# 1
Density functional theory data (the ωB97M-V functional and the def2-TZVPD basis) for C10H14N2 as an isolated structure.

Structure (XYZ):
```
26
Properties=species:S:1:pos:R:3
N 1.42047 -1.52825 -0.14268
N 3.62946 -1.24473 -0.05219
C -2.55039 0.02086 -0.33548
C -0.07807 0.40489 -0.07419
C 2.30632 0.73646 -0.19814
C 0.17507 -0.91241 -0.21888
C 2.48675 -0.72074 -0.11615
C 0.61203 2.74288 -0.32286
C -1.58764 0.81784 0.44386
C -0.93684 -1.85716 -0.52239
C 1.02814 1.30438 -0.17005
C -2.26528 -1.36925 0.13708
H -1.14944 -1.96570 -1.62377
H -2.98135 -2.17379 -0.00923
H -1.56550 0.33706 1.84788
H -0.87506 2.75347 -0.96725
H -2.68719 0.15984 -1.38329
H -1.62986 2.09491 0.38510
H -2.43005 -1.19563 1.28582
H 3.97964 -0.94445 1.30636
H 3.25761 1.30408 0.36556
H 0.69192 2.84896 1.08451
H 3.56922 -2.28484 0.28029
H -0.54637 -2.93296 -0.12889
H -3.42968 0.02626 0.28083
H 1.55607 3.57803 -1.15184
```

Values from the calculation:
gap between HOMO and LUMO	8.030	eV
total energy	-13565.656	eV
energy relative to the best compared isomer or geometry (same formula, charge and spin)	265.9	kcal/mol
HOMO energy	-0.2968	Eh

Here are the Löwdin charges for atoms 1 to 4, given in e:
1. N 0.148
2. N 0.064
3. C -0.275
4. C -0.177

=====

# 2
Density functional theory data (the ωB97M-V functional and the def2-TZVPD basis) for C23H44N6O7PSSiY as an isolated structure.

Structure (XYZ):
```
84
Properties=species:S:1:pos:R:3
Y 0.60321 -0.76439 0.13989
S 1.88028 2.34974 1.40745
P -0.48112 -3.31143 0.87887
Si 0.39178 0.10808 -3.46822
O 3.06642 1.70023 0.87883
O -0.90992 -4.66215 1.25205
O 0.25050 -0.29266 -1.89976
O 0.77913 -3.01816 0.08465
O -0.26994 -2.27163 2.10604
O 1.83761 2.63099 2.81663
O -1.60439 -2.40596 0.12653
N -1.06550 2.82117 1.68049
N 2.47515 -1.11960 1.85850
N 0.68229 1.36747 0.96194
N 2.90800 -0.81404 -0.83632
N -1.41342 0.58107 0.94573
N 1.12938 7.41824 -1.55691
C -3.45405 -3.83815 -0.47634
C -2.99128 -1.66972 -1.64773
C 1.86434 3.88970 -0.83915
C -0.66696 -0.97901 -4.56643
C 1.15653 6.19624 0.52621
C -2.42517 -2.48985 3.23671
C 1.67760 3.85632 0.53602
C -0.12604 1.88892 -3.72888
C -0.92664 -2.31066 3.41730
C -0.63035 1.64705 1.22446
C 1.34143 6.24227 -0.85797
C 1.69386 5.06946 -1.53378
C -1.46669 -3.62152 -2.00394
C -2.38193 -2.90985 -1.02148
C -2.37829 2.92458 1.84473
C -2.72011 0.71633 1.10938
C 4.03921 -1.22461 0.01978
C -0.31990 -3.46211 4.19963
C 1.31790 5.01011 1.21654
C 2.16557 -0.07181 -4.06721
C 3.52285 -1.95254 1.24617
C -3.27181 1.89939 1.56817
C -0.60830 -0.96999 4.05368
H -3.72884 -1.21981 -0.98160
H -2.05660 -3.92501 -2.87146
H 0.39933 2.55853 -3.04400
H 0.87565 7.09649 1.05965
H -2.21643 -0.93970 -1.88128
H 2.20900 0.17866 -5.13131
H 2.86910 -0.21389 2.10587
H 1.19085 8.27078 -1.02654
H 2.12458 -1.54991 2.70603
H -2.73831 3.87879 2.21574
H -0.67118 -2.95813 -2.34099
H 4.57440 -0.32532 0.32475
H -0.75136 -3.48957 5.20216
H -2.64828 -3.44084 2.75307
H 0.46646 -0.83594 4.18717
H -1.07423 -0.90420 5.03766
H -0.98632 -0.15245 3.44021
H -4.33576 2.01446 1.70670
H -3.00767 -4.71280 -0.00596
H -0.39020 -2.03207 -4.48235
H -3.50330 -1.94446 -2.57175
H 2.86029 0.59683 -3.55199
H -4.10443 -4.16413 -1.29029
H 2.14700 2.99049 -1.37248
H -2.83765 -1.67954 2.63597
H -0.51756 -4.41015 3.70202
H 2.53848 -1.09513 -3.96838
H 1.16159 4.96460 2.28505
H -4.06521 -3.31325 0.26035
H -1.19624 2.01469 -3.54709
H 0.75915 -3.33078 4.30012
H -1.02410 -4.51676 -1.56604
H -1.72657 -0.89133 -4.31889
H 3.07110 -2.90276 0.96080
H -2.90825 -2.47511 4.21509
H 1.55148 7.48574 -2.46740
H 3.04356 0.14186 -1.14819
H 1.83129 5.08851 -2.60844
H -0.54609 -0.68801 -5.61380
H -3.32249 -0.15371 0.87688
H 4.74137 -1.85823 -0.52475
H 0.08002 2.21971 -4.75062
H 4.35357 -2.15173 1.92991
H 2.83758 -1.38295 -1.67184
```

Values from the calculation:
gap between HOMO and LUMO	8.727	eV
total energy	-76896.238	eV
energy relative to the best compared isomer or geometry (same formula, charge and spin)	1.9	kcal/mol
HOMO energy	-0.3044	Eh

Here are the Löwdin charges for atoms 1 to 4, given in e:
1. Y 1.482
2. S 0.598
3. P 0.246
4. Si 0.251

=====

Table of largest force on an atom (Eh/bohr), in record order: 0.2342 0.0203
Table of lowest unoccupied orbital energy (Eh), in record order: -0.0017 0.0163